Formula: C102H213N9O16
Source: the OMol25 dataset
Level of theory: ωB97M-V/def2-TZVPD

Atoms and positions in Å:
1 H 0.26962 -1.43984 -2.28683
2 C 3.13860 0.48558 -4.26019
3 H 4.09805 -0.61790 2.81668
4 C 4.91572 -0.94255 6.56200
5 C -6.86794 -2.47215 4.31711
6 N -0.21836 -4.63245 5.76680
7 C 1.79701 5.29431 5.94735
8 H 4.70198 -5.73611 -4.20863
9 C 5.38628 -1.37380 -0.63104
10 H -2.17087 1.40557 -1.66889
11 H -4.59691 -0.69687 -4.59947
12 C 2.44664 2.76455 -6.32368
13 H -0.59408 -5.37036 -8.73381
14 C 1.88333 -7.49655 -0.36429
15 H -3.03823 -0.79145 0.07281
16 C 6.88757 -0.88021 4.87038
17 H 5.56116 3.00630 -2.34176
18 H 2.08537 -0.35867 -0.14751
19 H -4.61449 6.03757 -2.37053
20 H 7.36674 0.82287 -4.67417
21 H 2.31041 1.69655 -6.58698
22 H 7.04120 -0.31257 6.99372
23 C -0.21172 -7.00829 5.00810
24 H 6.74365 2.39863 -3.82092
25 H 6.02621 -0.51004 -0.42078
26 H 8.12103 -2.11780 0.31686
27 H 8.73592 -1.11829 3.63248
28 C -7.92994 1.17920 5.17416
29 H -2.25137 -1.83342 6.32188
30 H 0.18616 1.30970 4.70025
31 H -2.09592 -3.73456 -5.10232
32 H -0.53386 -0.03338 2.21533
33 H -3.58742 6.23278 -4.73888
34 H 2.32499 5.58135 6.85883
35 H -2.36986 -0.23476 -2.34404
36 H 3.21853 -5.62784 -2.11096
37 H 0.24757 -6.86934 3.98223
38 H 6.46834 -2.53077 2.33967
39 H -2.67134 -3.35939 5.37615
40 H -3.07231 1.98007 3.76794
41 H -1.14575 0.80911 -3.05043
42 O -0.97686 4.12446 -2.38516
43 C 3.76651 -0.92356 3.78676
44 C 3.02638 3.24508 5.58183
45 C -3.17863 1.35550 -5.49110
46 O 3.72556 -2.81612 -3.36498
47 C 4.24618 -4.85247 -4.64574
48 H 1.05323 -0.01749 1.59911
49 H 0.34581 6.12226 -3.02583
50 C 5.32865 2.30354 -0.41240
51 H -4.76797 -4.82372 -1.30285
52 C -3.18041 4.49970 -0.64659
53 C 1.11150 -6.25565 0.13775
54 C -5.75611 -0.75878 2.60825
55 H -4.23567 -4.19221 -7.31557
56 H 1.43840 0.12174 4.75737
57 H -4.51847 1.97290 -7.43367
58 H -4.10147 -1.07084 4.03133
59 H 2.30061 -5.87933 2.07595
60 O -2.26679 -0.27689 0.39606
61 H 8.97473 -0.91821 5.34148
62 C -3.20340 -4.45818 -7.37424
63 H -6.64171 2.19177 2.86332
64 H 1.02001 4.61075 6.15766
65 H 5.06512 0.87944 -3.27974
66 H 4.27187 0.90695 -6.97167
67 O -5.96519 1.63807 3.22145
68 C -2.38262 3.96380 3.16783
69 C -3.76307 4.44890 2.86877
70 H 1.68531 4.53818 -4.47586
71 H 2.82772 -7.16396 -0.66938
72 H 3.80942 2.19806 3.11230
73 C -1.24814 4.96453 -5.14279
74 H 7.14969 1.30602 0.12627
75 C -5.20483 2.13409 -6.61123
76 H 7.27036 2.40571 -5.52379
77 C 4.30362 -2.12234 5.87231
78 H -0.31040 2.62242 6.98433
79 C 2.84805 2.36606 2.55510
80 H -2.95015 0.71051 -6.38280
81 N -1.15597 -0.97686 -0.24379
82 H -4.05489 3.98847 -1.14496
83 C 6.63422 0.53853 4.46019
84 H 3.54292 6.28833 4.12562
85 H -2.06148 4.25421 -5.39833
86 H -3.81906 5.46830 2.47430
87 H 3.41641 5.04883 -4.80049
88 H 2.57672 -0.22912 -3.67655
89 H -7.21171 0.27494 -5.76140
90 H -0.90579 -6.74004 7.30828
91 H 2.09313 -8.25725 0.35706
92 H 5.08224 -4.35308 -5.19049
93 H -5.91196 -2.81191 2.30814
94 H -3.80899 3.37906 -3.38217
95 C 0.66182 -0.58338 -1.72826
96 H 5.14106 4.28594 -1.24630
97 H -0.03674 7.07332 -4.48770
98 H 6.89646 -1.92682 6.75515
99 C 2.74370 4.25248 -4.38087
100 C -2.28849 -3.72699 -1.97951
101 H 1.64334 -1.59370 -8.04384
102 N 1.87307 4.41602 3.68646
103 H -1.28570 2.15952 3.34938
104 C 2.70351 4.56261 4.91337
105 C -0.07662 1.65781 7.47955
106 H 5.57026 4.25641 -5.34722
107 C -2.62659 -2.30617 -8.28862
108 C -6.40626 1.96162 -3.64386
109 H -2.53181 2.15731 2.08083
110 H -3.05844 -5.34931 4.57916
111 H 4.82055 -4.20255 4.10246
112 C -3.42330 -3.25923 -1.24702
113 H -0.72719 7.56103 -2.95242
114 C 7.62163 -2.64876 -0.48759
115 H -3.83175 -1.86669 2.59893
116 H 5.29012 -1.42286 -1.68802
117 C 0.41702 -2.54435 6.81353
118 H 6.39127 2.35821 1.44095
119 H -7.75845 0.26759 -3.28273
120 O -3.79393 -2.10192 -1.20378
121 C -0.57107 0.06586 -1.03919
122 H -0.41109 4.29698 -5.00601
123 H -6.20338 1.84053 -7.00038
124 H 2.94384 3.20636 6.69557
125 H 4.48524 -0.01973 6.13177
126 H -8.41786 0.98645 6.14547
127 H -3.69518 -0.13428 2.68079
128 H -2.60377 -7.05002 6.58347
129 C 4.58355 -2.07255 4.36098
130 C -1.64069 5.77897 -3.92060
131 H 2.88994 0.16610 -5.30683
132 C 1.67335 -5.42089 1.33780
133 H 0.93399 -4.83970 1.87419
134 C -2.12621 -3.33408 -7.25795
135 C -2.27648 2.44485 3.13236
136 H -1.74185 -3.29106 8.51476
137 H 2.95293 1.85229 1.57548
138 C -1.32712 -4.04189 7.80290
139 H -2.63844 -4.17927 -2.91510
140 H 2.75431 2.13921 -2.95695
141 H -0.59226 -3.14026 2.46018
142 H 5.70096 0.83642 1.15690
143 H 7.81013 -2.24182 -1.51818
144 H -5.00991 -0.58947 5.70026
145 C 0.62152 -2.06357 -8.20707
146 H -0.18911 -0.39329 5.19074
147 H -3.13807 -5.02757 -8.31712
148 H 0.29556 1.66272 8.46693
149 N -2.09993 4.93875 -2.74537
150 C -1.68214 6.42048 -0.68945
151 C 0.23108 -0.65346 1.87702
152 H -2.08079 -1.42733 -8.25066
153 H 2.94593 4.21375 -3.28747
154 H -2.23132 -6.53511 3.67613
155 H -2.66851 -5.49452 8.61802
156 H 1.69788 -4.55138 -8.20453
157 H -5.98286 -2.64463 4.96876
158 C -7.65446 -1.30639 4.85985
159 C 3.62397 -4.01824 -3.44018
160 H 4.65712 5.54187 5.34843
161 H -1.03797 -1.94998 -4.24974
162 H 4.03429 2.94248 5.42896
163 C -6.91403 0.04838 4.79125
164 H -3.73948 -1.99450 -8.17345
165 H -2.57399 -2.69899 -9.27915
166 H -5.96931 -0.02444 -3.05193
167 H -8.60332 -1.21215 4.30934
168 H 1.40581 1.81300 -4.01842
169 H 2.32204 -4.03568 -1.80107
170 H 3.62349 -0.04769 4.43631
171 C 2.52140 3.89730 2.40975
172 C -1.07754 -5.84137 5.45539
173 H -8.33811 3.00465 -3.96047
174 H 4.25445 4.39252 1.23627
175 H 5.06502 -0.52959 -4.24157
176 H -1.66413 -2.86407 -2.17591
177 H 3.12987 -3.67478 4.09655
178 H 1.43064 -7.91287 -1.23183
179 H 2.80226 -1.31092 3.40463
180 H -0.75889 5.99161 -0.48950
181 C 3.03265 2.87318 -4.93515
182 C 5.75529 3.40622 -1.36332
183 H 2.40495 -1.62155 -1.30789
184 C 6.22753 1.63501 0.58599
185 C 4.65721 0.47926 -4.21962
186 H -5.15910 0.47148 1.06791
187 C 1.53345 -4.23935 -7.16658
188 C -2.74787 6.75211 -4.25900
189 H -7.40573 2.15301 -1.74081
190 H 0.67348 -2.96892 -0.69135
191 C 6.49691 -1.00218 6.34362
192 C -1.73944 -6.31983 6.74745
193 H -2.38961 7.41756 -5.15282
194 C -6.63059 -0.20471 -5.00302
195 H 0.71950 3.35067 1.38207
196 H -0.92369 -7.81117 4.92941
197 H 5.82366 0.98503 5.02148
198 H 5.78159 1.73765 -7.26430
199 H 0.62886 -3.30256 -5.03364
200 H 0.53994 -2.49694 -9.20069
201 H 1.94474 4.14124 0.33561
202 H -3.45722 4.94395 0.28754
203 C 0.38696 -2.56163 -5.75912
204 N -5.00512 1.96036 -4.06779
205 C -4.19827 -4.32366 -0.51379
206 C -3.72749 6.59462 -2.01079
207 H -5.29808 3.20769 -6.42317
208 C 0.50087 0.46822 5.29387
209 H 6.37266 0.65775 3.40386
210 H 0.11999 -1.57569 7.24199
211 H 3.54799 5.69147 1.93833
212 C -1.64734 0.52482 -2.10432
213 H -2.33827 3.79416 -0.56023
214 H 0.45683 -1.20301 2.77877
215 O -4.48805 3.34008 -4.06243
216 N -6.57280 0.33286 3.34793
217 H -6.13873 0.26626 6.77794
218 O 0.81996 3.56948 3.94564
219 H -8.74884 1.11393 4.48375
220 H -1.09747 -1.01882 -5.73889
221 H -7.52167 2.28393 -5.40484
222 H -2.44806 8.23465 -2.65293
223 H -0.28427 4.78710 -2.17750
224 H 1.81969 -5.19248 -3.13081
225 H -1.73477 -4.89718 3.49281
226 H 6.78529 3.77475 -1.30869
227 C 1.63312 -1.10149 -0.78357
228 H 0.96419 5.01726 1.53207
229 C 4.16650 -3.45813 3.73727
230 H -7.44160 -3.44835 4.43305
231 H -0.49629 -4.55771 8.37920
232 H -1.71604 -4.48016 -1.38795
233 C 0.42787 -3.17506 -7.16170
234 H 1.39339 6.22172 5.56784
235 C -4.30096 -0.96786 3.00417
236 O -0.74590 -4.45670 -8.81489
237 H 1.18421 -1.88406 -5.69841
238 C 5.27193 1.48818 -5.18609
239 H 1.12749 -4.17563 4.24826
240 C -2.11964 -2.89930 -5.81403
241 H -1.42766 -2.29750 4.87387
242 C -2.64373 5.62331 -1.55463
243 O 4.11284 2.07680 -0.37875
244 H 4.22136 -3.46024 2.59880
245 H -1.97518 -2.28791 1.94060
246 H -7.84419 -1.48027 5.89488
247 H 4.60054 -0.88398 7.59545
248 H 3.17737 -2.13123 6.05668
249 H 1.44589 3.14513 -6.33638
250 H 5.21534 3.87105 3.67334
251 C -3.21137 7.58685 -3.03946
252 H 0.03007 4.21204 3.96719
253 H -1.02634 5.62861 -6.02083
254 C -7.37865 2.74964 -4.47287
255 H -7.48503 2.18285 5.15818
256 H 1.20372 -5.16511 -6.62830
257 H -6.30345 3.51573 -2.09291
258 H 8.40235 -2.47855 4.78304
259 H -0.09847 -1.29596 -8.08100
260 C 8.31881 -1.42560 4.60717
261 H 3.52440 -5.28408 -5.37029
262 H -5.24096 -1.23115 0.60596
263 H -0.88098 1.79561 0.35281
264 H -2.98672 -5.20824 -6.57000
265 H 2.98560 3.35043 -7.10789
266 H -2.16805 6.66024 0.26775
267 H -6.99298 3.71140 -4.83710
268 H -4.33330 4.36347 3.81749
269 C 3.91676 5.31400 4.53689
270 H -1.28434 -3.57247 0.85113
271 H -4.88986 -0.54002 -6.37909
272 H 0.61208 -7.19781 5.70165
273 H -1.01254 1.07742 7.55134
274 C -6.43550 2.41168 -2.20700
275 H -4.06287 8.14103 -3.34258
276 H 5.68065 -0.00103 -6.74236
277 C -0.78332 -3.49848 6.51104
278 H -5.20679 1.15914 5.51846
279 H -6.87613 -1.30299 -4.97158
280 H -4.02345 7.08180 -1.09455
281 C 6.12318 -2.59965 -0.12614
282 C -2.07526 -5.64312 4.26302
283 H 0.79036 1.32764 0.00812
284 H 2.44924 -3.81026 -6.82849
285 O 1.88680 0.50809 7.19508
286 O 0.21496 -4.09891 4.50162
287 C 4.70525 4.77680 3.37194
288 C -0.44363 6.63634 -3.55865
289 H -2.77220 2.37233 -5.56772
290 C -1.07894 -2.71595 1.51066
291 C 2.53167 1.80926 -3.99484
292 H -0.15488 2.18871 -1.14916
293 H 4.78393 -2.93307 6.42513
294 O 0.11368 -5.87992 -0.38315
295 N 4.56497 2.76596 -4.90845
296 O 6.26160 -1.68569 2.76165
297 H -3.26191 -4.94095 7.09834
298 N -0.83196 -3.96075 -7.45413
299 O 5.67353 -3.49870 0.54480
300 H -3.08479 -2.35784 -5.60676
301 C 6.74556 1.76235 -4.79842
302 H 7.94359 -3.68477 -0.47165
303 H 2.27798 -4.65370 0.89946
304 C 1.43924 4.08890 1.31441
305 C -0.94405 -2.01976 -5.35109
306 C -5.14795 -0.06229 -5.35423
307 C -2.35138 -5.15419 7.62307
308 C -4.67912 1.40371 -5.40388
309 H -3.45874 -5.05786 -0.18452
310 H 7.52331 1.12043 4.65688
311 C -5.71047 0.20770 5.74879
312 H -7.44704 -2.09850 2.24076
313 H -4.88212 -3.99068 0.27310
314 H -4.31992 3.71322 2.30356
315 C 0.94787 -2.19591 0.04602
316 C -1.87197 -2.70676 5.75036
317 C 5.32571 1.01202 -6.64053
318 C -5.74380 -0.44344 1.16994
319 H -2.85879 0.96207 -4.52347
320 C -0.17720 1.40609 -0.36543
321 H -5.63003 1.79979 -1.75338
322 C -6.54295 -2.13734 2.83993
323 H 2.38074 2.43100 5.29630
324 H -6.75263 -0.38650 0.74662
325 O 5.05860 3.70277 -5.88569
326 C 3.74552 4.71186 2.14087
327 C 2.68425 -4.80801 -2.52383
328 H 0.97834 0.17420 -2.47967
329 O -1.49224 4.75366 3.36319
330 C -6.73688 0.45531 -3.62380
331 N 6.03234 -1.87364 4.18856
332 C -0.28648 -1.62514 0.83288
333 C 0.85575 0.89774 6.68484
334 H 2.06409 1.84325 3.06832
335 H 1.61226 -2.64767 0.78312
336 H 1.13296 -2.88710 7.54604
337 H 1.01373 -2.38453 5.90548
338 H -1.44448 7.38653 -1.15889
339 H 4.36088 -1.25755 -0.22623
340 H 5.42404 5.50639 3.11249

As for the LUMO energy: 0.4 eV. Its net charge is 0. The value obtained for the total energy is -5710.333114 Ha. The spin multiplicity is 1.

***

Formula: C32H37N2O2PRe
Source: the OMol25 dataset
Level of theory: ωB97M-V/def2-TZVPD

Atoms and positions in Å:
1 H -0.37037 -0.67869 -3.82038
2 C -1.83806 -1.78403 3.91178
3 C -1.30071 -1.75292 5.21788
4 H 1.87691 0.90722 -3.22066
5 H -3.71722 0.62208 -2.42750
6 C 3.37218 -1.66745 0.82264
7 C -3.57301 -0.43861 0.66190
8 H 4.86488 2.00869 -1.59102
9 H -0.04900 2.88618 1.43762
10 C -0.52599 2.69484 -1.74517
11 C 1.81032 1.99575 0.79849
12 H -0.25701 -3.73570 -1.55599
13 C 4.10658 2.61705 0.32053
14 H 2.84581 -0.42133 -2.56007
15 C 2.79291 0.66359 -2.67732
16 H 0.00955 1.15380 1.70971
17 H -3.75784 3.82242 -4.01695
18 H -0.18748 -2.34608 -4.37011
19 H 5.21415 4.09036 1.44679
20 H -4.14564 0.26324 0.05390
21 H -4.77042 2.47841 -3.47534
22 C -4.16131 -2.14316 -1.12371
23 H 0.93305 2.23800 2.74552
24 C 0.04849 -1.70323 5.39409
25 Re 0.73338 -1.06342 -0.14281
26 O 2.60052 -1.67993 -0.29312
27 H 3.63866 0.95876 -3.29431
28 H -1.61913 4.33036 -2.57798
29 H 0.72868 -1.79200 -2.98264
30 H 0.37766 3.26908 -1.57508
31 N 1.21285 -1.62730 1.88089
32 H -2.00655 -4.00904 -1.51152
33 C -4.02735 3.20881 -3.15687
34 H 0.47752 -1.70472 6.38964
35 H -4.49655 3.86935 -2.42388
36 C 0.91942 -1.66794 4.27781
37 H -2.91221 -1.85139 3.78115
38 C -0.56806 1.35109 -1.41879
39 C 4.00848 1.99495 -0.92471
40 P -1.54997 -1.11281 -1.11600
41 H 4.21405 -1.68971 3.37760
42 N 0.55358 0.67482 -0.85702
43 C -3.06432 -1.60705 -0.19763
44 C -1.39206 -2.18349 -2.58974
45 H 5.95643 3.64653 -0.09955
46 C 0.61407 2.06306 1.71846
47 H -5.05861 -2.31218 -0.52400
48 O 4.55467 -1.66491 0.83370
49 H 2.74857 -1.65956 5.42282
50 C 2.99840 2.60583 1.16305
51 C -1.18754 -3.63115 -2.12709
52 C -1.64790 3.27893 -2.31338
53 C 2.32180 -1.65637 4.42533
54 H -2.77715 0.12711 1.15004
55 H -2.33398 -2.08658 -3.13120
56 H -1.96265 -1.78851 6.07346
57 C -2.81127 2.54951 -2.55948
58 C 3.13326 -1.66733 3.32310
59 C -0.24302 -1.70946 -3.48607
60 H -3.89535 -3.09120 -1.59107
61 H -4.23973 -0.82413 1.43523
62 C 5.39392 3.26919 0.75355
63 C 2.53939 -1.65018 2.07233
64 C 0.37050 -1.66928 2.97960
65 H 3.06207 3.09836 2.12919
66 C -1.70770 0.59647 -1.65699
67 H -2.73944 -2.42698 0.44723
68 C -2.82178 1.19690 -2.22191
69 C 1.76748 1.36116 -0.45538
70 C 2.85676 1.35034 -1.33748
71 H 6.02723 2.53837 1.26401
72 C -1.02020 -1.74721 2.81699
73 H -4.42726 -1.43640 -1.90968
74 H -1.42293 -1.81438 1.81913
75 H -1.09741 -4.28477 -2.99558

As for the LUMO energy (alpha / beta): -7.6 / -7.9 eV. Its net charge is +2. The value obtained for the total energy is -1920.723461 Ha. The spin multiplicity is 4.

***

Formula: C3H6NO2
Source: the OMol25 dataset
Level of theory: ωB97M-V/def2-TZVPD

Atoms and positions in Å:
1 H 1.03855 -1.78541 0.94070
2 C -0.22345 2.13343 -0.71807
3 O -0.93673 -1.77602 1.56257
4 N 0.12061 0.10321 0.58972
5 H -1.25545 2.22560 -1.02889
6 O 0.83576 0.17587 -1.57631
7 H 0.45566 2.67277 -1.35305
8 H -0.15988 2.59726 0.27540
9 C 0.31258 0.69161 -0.59202
10 H -0.66675 0.32433 1.19176
11 H -0.13459 -1.81088 -0.37770
12 C -0.02194 -1.51266 0.68555

As for the LUMO energy: 4.1 eV. Its net charge is -1. Its SMILES is CC(=O)NC[O-]. The value obtained for the total energy is -323.163554 Ha. The spin multiplicity is 1. The value obtained for the energy relative to the best compared isomer or geometry (same formula, charge and spin) is 1.489 eV.

***

- Which value of total energy does entry 3 give?
  -323.163554 Ha

***

- Which formula does entry 3 have?
  C3H6NO2